Record 1
{"formula": "C2H3Cl3N2", "method": "wB97M-V/def2-TZVPD", "symbols": ["C", "C", "N", "N", "Cl", "Cl", "Cl", "H", "H", "H"], "positions_angstrom": [[-2.48419, 0.20802, -0.53242], [0.31979, -0.26294, 0.76523], [-3.44194, 0.56988, -1.12558], [-1.42248, 0.23566, 0.10289], [0.34743, -1.98896, 0.90558], [1.61323, 0.36125, -0.17108], [5.36021, 0.45971, -0.45272], [-0.10806, 0.26626, 1.62189], [-4.48980, 0.33699, -0.98155], [4.30581, -0.18587, -0.13224]], "forces_ev_per_a": [[5.5, -0.4, 3.1], [-3.8, -0.2, -1.3], [-6.0, 0.2, -2.0], [0.7, -0.4, 0.0], [0.1, 0.5, 0.1], [-0.7, 0.2, 0.3], [0.1, 0.0, 0.0], [1.3, -0.2, -0.1], [3.0, 0.4, -0.2], [0.0, -0.1, 0.0]], "lowdin_charge": [-0.466, -1.043, 0.099, 0.037, 0.601, 0.642, 0.280, 0.047, 0.117, -0.313], "de_lowest_kj_mol": 319.96, "gap_ev": 8.5, "e_homo_ev": -8.952}

***

Record 2
{"formula": "C4H7NO", "method": "wB97M-V/def2-TZVPD", "symbols": ["C", "C", "C", "N", "C", "O", "H", "H", "H", "H", "H", "H", "H"], "positions_angstrom": [[-0.28574, -1.09213, 1.31804], [0.08640, -0.07695, 0.30059], [-0.56685, -0.02232, -1.04865], [-0.28069, 1.27760, -1.53472], [0.96829, 0.92054, 0.41690], [1.03238, 1.85109, -0.52209], [0.34444, -1.00577, 2.20672], [-1.32549, -0.96239, 1.64320], [-0.19855, -2.11130, 0.92949], [-0.25579, -0.79693, -1.75418], [-1.63520, -0.10751, -0.92582], [0.41949, 1.15085, -2.24329], [1.69730, 0.97522, 1.21381]], "forces_ev_per_a": [[0.1, -0.3, 0.2], [0.6, 0.0, 0.4], [-0.5, -0.4, 0.7], [2.5, 2.2, 0.6], [-0.3, -1.0, 0.5], [-2.1, -0.8, -1.6], [0.0, 0.0, -0.1], [0.1, 0.0, -0.1], [0.0, 0.0, 0.1], [0.3, -0.3, 0.2], [-0.6, 0.0, 0.0], [0.0, 0.3, -0.9], [0.0, 0.4, 0.1]], "lowdin_charge": [-0.069, -0.291, -0.225, 0.123, -0.192, -0.044, 0.079, 0.081, 0.077, 0.124, 0.114, 0.088, 0.133], "de_lowest_kj_mol": 365.02, "gap_ev": 8.8, "e_homo_ev": -8.153}